(1)
Below is a cluster of 2 separate species, C4H8NO3 in total in a non-equilibrium geometry, with properties calculated with wB97M-V/def2-TZVPD.

The HOMO-LUMO gap is 7.7 eV. Its largest force on an atom is 1.86 eV Å⁻¹. The LUMO energy comes out at 3.6 eV. Its HOMO energy is -4.087 eV. Its net charge is -1.

Geometry (Å):
C -0.07358 1.71495 2.04566
C -0.81813 2.02851 0.66648
O -0.05444 2.42935 -0.23999
O -2.03246 1.76128 0.67381
H 0.85788 2.26262 2.06205
H 0.03214 0.62908 2.03974
H -0.81016 1.87070 2.83464
C 0.05147 -1.63807 0.32163
C 0.68630 -2.03638 -1.00120
O 0.47490 -3.12697 -1.50689
N 1.65270 -1.19619 -1.46133
H 2.02546 -1.45805 -2.34618
H 1.65478 -0.23969 -1.16537
H 0.10492 -0.56635 0.48456
H 0.60596 -2.10151 1.13819
H -0.96453 -2.01520 0.34310

(2)
Below is a cluster of 2 separate species, C4H8NO3 in total in a non-equilibrium geometry, with properties calculated with wB97M-V/def2-TZVPD.

The HOMO-LUMO gap is 8.5 eV. Its largest force on an atom is 3.55 eV Å⁻¹. The LUMO energy comes out at 3.7 eV. Its HOMO energy is -4.748 eV. Its net charge is -1.

Geometry (Å):
C -0.18016 -0.32165 -2.78439
C 0.30902 0.86250 -3.71429
C -0.85719 -0.52366 3.75275
C -0.18974 0.24428 2.53478
N 0.58411 -0.40383 -1.79683
O 0.41102 -1.35211 -0.76771
O 0.28077 1.33969 2.73530
O -0.38364 -0.42763 1.52225
H 0.59158 0.41660 -4.78709
H -0.34303 1.73072 -3.84764
H 1.23364 1.27959 -3.30672
H -0.14530 -0.55524 4.71887
H -1.85375 -0.04407 3.96389
H -1.10103 -1.56553 3.36838
H 1.51476 0.21547 -1.74415
H 0.12894 -0.89513 0.15261

(3)
Below is a cluster of 2 separate species, C4H8NO3 in total in a non-equilibrium geometry, with properties calculated with wB97M-V/def2-TZVPD.

The HOMO-LUMO gap is 8.2 eV. Its largest force on an atom is 1.39 eV Å⁻¹. The LUMO energy comes out at 3.8 eV. Its HOMO energy is -4.434 eV. Its net charge is -1.

Geometry (Å):
C -1.98790 1.92552 0.15807
C -1.62100 1.09215 -1.10715
O -1.95492 1.56845 -2.20673
O -0.99191 0.02275 -0.86899
H -2.15058 1.24508 0.98065
H -2.80792 2.60663 -0.06993
H -1.08866 2.49601 0.42485
C 1.02062 -2.31750 0.47635
C 1.77908 -1.17090 1.06498
O 2.42982 -1.28947 2.09938
N 1.78735 -0.03519 0.32663
H -0.06980 -2.26470 0.53124
H 1.27028 -3.21792 1.03766
H 2.50685 0.66212 0.36800
H 1.00310 0.11108 -0.29850
H 1.25662 -2.49619 -0.57020

(4)
Below is the ion C4H8NO3 with charge -1 in a non-equilibrium geometry, with properties calculated with wB97M-V/def2-TZVPD.

The HOMO-LUMO gap is 7.6 eV. Its largest force on an atom is 3.69 eV Å⁻¹. The LUMO energy comes out at 3.8 eV. Its HOMO energy is -3.876 eV. Its net charge is -1.

Geometry (Å):
C -0.13259 1.35383 1.74505
O -0.93647 0.54849 2.58523
C 0.06990 0.71720 0.30635
C 0.34121 -0.71035 0.07728
C -0.16431 -1.16513 -1.38212
O 0.52535 -0.62595 -2.28688
O -1.09135 -1.97712 -1.30314
N 1.26667 1.44139 -0.27423
H -0.64785 2.30466 1.76202
H 0.86536 1.42464 2.27890
H -1.58790 0.15010 2.05517
H -0.79207 0.96346 -0.32158
H -0.06361 -1.30726 0.85545
H 1.38715 -0.92497 0.15360
H 2.18023 0.99417 -0.10083
H 1.12651 1.56880 -1.20409